No. 1
Density functional theory data (ωB97M-V/def2-TZVPD) for one molecule with the formula C4H7NO2 at a distorted geometry.

```
14
C4H7NO2 | the Open Molecules 2025 dataset | ωB97M-V/def2-TZVPD
C 0.61 -1.62 -0.76
C -0.32 -0.79 -0.19
N -0.31 0.56 -0.44
C 0.98 0.82 -0.74
O 1.31 2.03 -1.03
O -1.18 -1.06 0.83
C -1.01 0.02 1.91
H 1.01 -2.58 -0.04
H 1.05 -1.43 -1.69
H -1.04 1.21 -1.13
H 1.84 0.22 -0.08
H 0.17 0.06 2.14
H -1.72 1.05 1.70
H -1.66 -0.75 2.50
```

## Properties
- SMILES: C=C(NC=O)OC
- Highest occupied orbital energy: -8.88 eV
- Total charge: 0
- Orbital gap: 9.43 eV
- E_LUMO: 0.0200 Eh

Atomic partial charges in e from the Mulliken method, atoms 1 to 2: C -0.85; C 0.41

---

No. 2
Density functional theory data (ωB97M-V/def2-TZVPD) for CH2OS2 as an isolated structure at a distorted geometry.

```
6
CH2OS2 | the Open Molecules 2025 dataset | ωB97M-V/def2-TZVPD
C -2.08 -0.54 0.85
O 0.27 -0.21 1.70
S 0.88 2.00 -0.46
S -0.60 0.09 0.59
H -2.64 -0.01 0.04
H 0.65 3.09 0.31
```

## Properties
- Highest occupied orbital energy (alpha / beta): -10.04 / -10.02 eV
- Total charge: 0
- Orbital gap (alpha / beta): 7.17 / 7.22 eV
- E_LUMO (alpha / beta): -0.1055 / -0.1026 Eh

Atomic partial charges in e from the Mulliken method, atoms 1 to 2: C -0.23; O -0.43

---

ΔE to the lowest compared entry with this formula, charge and spin values, unit kJ/mol, following the record order: 597.3 562.1.